Below is a 2-piece molecular cluster, C2H9N5 overall in a non-equilibrium geometry, with properties calculated with the ωB97M-V functional and the def2-TZVPD basis.

XYZ file:
```
16
Properties=species:S:1:pos:R:3:forces:R:3:lowdin_charge:R:1
C 1.05406 -0.42843 0.17041 3.61 -0.38 1.99 -0.32
C -2.42445 -0.71718 -0.02072 -2.58 -0.52 -2.20 0.00
N -0.19274 -0.89779 0.24325 -2.66 -2.65 0.17 0.17
N 1.41315 0.75253 -0.28674 3.80 1.61 -1.57 0.09
N 1.93950 -1.29145 0.67081 -2.25 -1.69 0.84 0.29
N 0.50420 1.77783 -0.49361 -3.52 0.71 -0.31 0.11
N -1.18591 -0.18792 0.17179 2.63 3.90 -0.32 0.00
H -3.25655 -0.25380 0.48580 0.10 0.67 0.51 0.13
H -2.61892 -0.42953 -1.12129 0.04 -0.45 1.13 0.18
H -2.49419 -1.77382 0.08170 0.28 -0.93 0.07 0.11
H 2.46869 0.95423 -0.49902 -2.48 -0.45 0.52 0.26
H 1.64773 -2.15963 1.19639 -1.00 1.06 -1.37 0.20
H 2.89465 -1.32611 0.90555 1.92 1.73 -0.56 0.14
H 0.60086 2.63070 0.06876 0.56 -0.62 0.85 0.18
H 0.35370 2.22069 -1.43533 0.83 -1.46 0.18 0.20
H -0.70377 1.12968 -0.13776 0.73 -0.54 0.07 0.26
```
Positions in Å, forces in eV/Å.

Computed properties:
Orbital gap: 0.3343 Ha
E_HOMO: -19.887 eV
ΔE to the lowest compared entry with this formula, charge and spin: 461.33 kJ/mol
M: 103.13 g/mol
Total charge: +2
Calculated total energy: -354.58569 a.u.
LUMO: -10.8 eV